Entry a
Density functional theory data (the ωB97M-V functional and the def2-TZVPD basis) for C6H13NO4 as an isolated structure.

Each line ends with the Löwdin charge.
CARTESIAN COORDINATES (ANGSTROEM)
C 2.51 0.52 -0.85  -0.086
C 0.99 -1.41 -1.09  -0.105
C -1.10 -0.16 1.94  -0.014
C 1.29 -0.19 -0.29  -0.492
C 0.18 0.83 -0.29  -0.218
C -1.48 0.20 0.57  -0.399
N -2.19 -0.86 -0.12  -0.355
O -2.06 -1.98 0.19  0.122
O -2.89 -0.39 -1.01  0.065
O 0.58 1.89 0.47  0.010
O -2.31 1.31 0.59  0.032
H 2.60 1.51 -0.42  0.057
H 2.43 0.65 -2.04  0.127
H 3.40 -0.17 -0.62  0.106
H 0.66 -0.89 -2.12  0.123
H 0.17 -2.07 -0.61  0.083
H 1.96 -2.16 -1.23  0.138
H -0.58 0.60 2.46  0.080
H -0.41 -1.12 1.89  0.140
H -1.90 -0.32 2.55  0.058
H 1.55 -0.60 0.78  0.172
H -0.37 1.03 -1.24  0.157
H -0.12 2.54 0.61  0.117
H -2.90 1.25 -0.15  0.082

Values from the calculation:
- E_LUMO (hartree) = 0.000

---

Entry b
Density functional theory data (the ωB97M-V functional and the def2-TZVPD basis) for C6H13NO4 as an isolated structure.

Each line ends with the Löwdin charge.
CARTESIAN COORDINATES (ANGSTROEM)
N -0.05 -0.44 0.66  -0.196
O -1.17 0.02 0.60  0.135
O 1.07 0.01 0.59  0.145
C 1.07 -5.19 0.48  -0.023
C -0.13 -4.69 -0.27  -0.541
C -1.41 -5.07 0.48  -0.015
C -0.08 -3.08 -0.62  -0.540
C 1.20 -2.83 -1.41  -0.021
C -1.30 -2.74 -1.45  -0.023
O -0.05 -2.28 0.52  -0.042
O -0.24 -5.40 -1.47  -0.003
H 1.18 -4.57 1.35  0.090
H 0.97 -6.22 0.80  0.092
H 1.98 -5.12 -0.08  0.077
H -1.45 -4.40 1.34  0.089
H -2.32 -4.93 -0.12  0.089
H -1.39 -6.12 0.82  0.094
H 1.15 -3.35 -2.36  0.086
H 1.27 -1.77 -1.63  0.077
H 2.11 -3.11 -0.88  0.086
H -1.31 -3.39 -2.33  0.090
H -2.23 -2.87 -0.89  0.087
H -1.24 -1.72 -1.78  0.080
H 0.61 -5.44 -1.91  0.089

Values from the calculation:
- E_LUMO (alpha / beta) (hartree) = -0.057 / -0.058

---

Result of the stability comparison: entry b is the least stable of them.

---

Entry a
Density functional theory data (the ωB97M-V functional and the def2-TZVPD basis) for one molecule with the formula C22H35N3O5S.

Each line ends with the Löwdin charge.
CARTESIAN COORDINATES (ANGSTROEM)
C 9.07 -2.54 1.93  0.000
C 7.63 -2.90 1.61  -0.508
O 7.23 -4.03 1.50  0.077
N 6.85 -1.78 1.45  0.115
C 5.49 -1.70 1.16  -0.210
C 4.68 -2.82 0.99  0.012
C 3.34 -2.66 0.70  -0.041
C 2.80 -1.40 0.58  -0.284
C 3.59 -0.27 0.75  -0.055
C 4.93 -0.42 1.04  -0.012
H 5.55 0.45 1.17  0.113
H 3.13 0.70 0.66  0.113
S 1.08 -1.21 0.15  0.660
O 0.66 0.11 0.53  -0.300
O 0.34 -2.34 0.64  -0.279
N 1.19 -1.30 -1.52  -0.107
H 1.16 -0.38 -1.92  0.105
C 0.39 -2.27 -2.23  -0.203
C -0.99 -1.75 -2.67  -0.296
C -1.78 -1.25 -1.46  -0.160
C -3.12 -0.68 -1.88  -0.141
H -3.69 -0.37 -1.00  0.105
C -2.91 0.49 -2.85  -0.225
C -2.14 1.63 -2.18  -0.459
O -1.10 2.09 -2.63  0.062
N -2.74 2.13 -1.09  0.082
H -3.56 1.69 -0.71  0.121
C -2.11 3.09 -0.21  -0.159
C -1.55 2.44 1.06  -0.135
C -2.52 1.41 1.67  -0.200
O -3.88 1.76 1.57  -0.153
C -4.34 2.75 2.48  -0.454
C -4.68 2.14 3.84  -0.041
H -5.45 1.38 3.72  0.085
H -5.04 2.91 4.52  0.080
H -3.80 1.67 4.28  0.069
C -5.58 3.38 1.85  -0.040
H -5.98 4.16 2.50  0.080
H -5.34 3.82 0.89  0.072
H -6.34 2.62 1.70  0.083
H -3.57 3.52 2.61  0.140
H -2.23 1.22 2.71  0.121
H -2.43 0.47 1.13  0.115
H -1.32 3.23 1.78  0.107
H -0.63 1.91 0.83  0.082
H -1.31 3.57 -0.77  0.120
H -2.86 3.85 0.06  0.113
C -2.18 -0.02 -4.09  -0.144
C -0.84 -0.65 -3.72  -0.158
H -0.20 0.14 -3.35  0.096
H -0.38 -1.07 -4.62  0.120
H -2.01 0.81 -4.78  0.118
H -2.82 -0.76 -4.60  0.119
H -3.89 0.90 -3.14  0.150
H -3.71 -1.45 -2.39  0.122
H -1.20 -0.47 -0.95  0.088
H -1.91 -2.07 -0.75  0.122
H -1.53 -2.60 -3.11  0.149
H 0.96 -2.60 -3.10  0.123
H 0.27 -3.11 -1.54  0.114
H 2.69 -3.52 0.57  0.117
H 5.11 -3.80 1.08  0.103
H 7.31 -0.89 1.56  0.141
H 9.64 -3.45 2.04  0.084
H 9.49 -1.94 1.13  0.084
H 9.11 -1.97 2.86  0.084

Values from the calculation:
- E_LUMO (hartree) = 0.019
- SMILES = CC(=O)Nc1ccc(S(=O)(=O)NC[C@H]2CC[C@@H](C(=O)NCCCOC(C)C)CC2)cc1

---

Entry b
Density functional theory data (the ωB97M-V functional and the def2-TZVPD basis) for one molecule with the formula C22H35N3O5S.

Each line ends with the Löwdin charge.
CARTESIAN COORDINATES (ANGSTROEM)
C 4.27 -0.08 -2.18  -0.087
H 5.00 0.71 -2.41  0.096
O 2.95 0.37 -2.35  -0.077
C 2.51 1.38 -1.55  -0.203
C 3.27 2.06 -0.62  -0.008
C 2.72 3.07 0.15  -0.045
C 1.39 3.41 0.01  -0.255
C 0.61 2.73 -0.93  0.016
C 1.15 1.73 -1.72  -0.211
O 0.49 1.05 -2.69  -0.073
C -0.89 1.27 -2.86  -0.068
H -1.46 0.93 -1.99  0.073
H -1.10 2.33 -3.06  0.096
H -1.17 0.68 -3.73  0.098
H -0.43 2.99 -1.03  0.117
C 0.76 4.45 0.91  -0.127
H 1.43 5.30 1.04  0.116
H -0.17 4.81 0.46  0.117
C 0.46 3.83 2.28  -0.159
N -0.31 2.62 2.12  0.073
C -1.47 2.33 2.74  -0.456
O -1.98 3.03 3.59  0.075
C -2.04 1.02 2.21  -0.224
C -3.47 0.70 2.64  -0.139
C -3.92 -0.56 1.89  -0.166
C -2.92 -1.71 2.06  -0.187
N -1.54 -1.33 1.84  -0.217
S -1.10 -1.19 0.22  0.650
O 0.07 -0.35 0.20  -0.247
O -2.20 -0.81 -0.61  -0.262
N -0.76 -2.76 -0.08  -0.235
C 0.44 -3.29 0.54  -0.192
H 0.33 -4.37 0.60  0.129
C 1.74 -2.93 -0.18  -0.179
H 2.56 -3.46 0.33  0.113
C 1.74 -3.28 -1.66  -0.183
H 2.76 -3.18 -2.03  0.102
H 1.44 -4.32 -1.80  0.113
C 0.84 -2.35 -2.47  -0.193
H 0.86 -1.36 -2.01  0.079
H 1.24 -2.23 -3.48  0.116
C -0.62 -2.82 -2.60  -0.166
H -0.69 -3.60 -3.36  0.112
H -1.21 -1.96 -2.93  0.097
C -1.23 -3.37 -1.31  -0.189
H -1.03 -4.44 -1.22  0.125
H -2.31 -3.22 -1.33  0.115
H 1.91 -1.86 -0.07  0.096
H 0.45 -2.88 1.55  0.115
C -1.16 -0.17 2.62  -0.155
H -0.10 0.02 2.42  0.114
H -1.29 -0.40 3.68  0.145
H -3.14 -2.51 1.36  0.117
H -2.98 -2.11 3.08  0.129
H -4.90 -0.88 2.24  0.115
H -3.99 -0.33 0.82  0.100
H -4.13 1.53 2.41  0.123
H -3.50 0.54 3.72  0.124
H -2.01 1.07 1.12  0.135
H 0.03 1.99 1.40  0.113
H -0.13 4.51 2.90  0.121
H 1.40 3.60 2.79  0.122
H 3.34 3.59 0.87  0.114
H 4.31 1.81 -0.48  0.104
H 4.45 -0.45 -1.17  0.096
H 4.40 -0.90 -2.89  0.092

Values from the calculation:
- E_LUMO (hartree) = 0.026
- SMILES = COc1ccc(CCNC(=O)[C@@H]2CCCN(S(=O)(=O)N3CCCCCC3)C2)cc1OC

---

Result of the stability comparison: entry b is the least stable of them.

---

Entry a
Density functional theory data (the ωB97M-V functional and the def2-TZVPD basis) for a 3-piece molecular cluster, C3H9N2O2S overall.

Each line ends with the Löwdin charge.
CARTESIAN COORDINATES (ANGSTROEM)
N -2.04 0.19 -1.45  0.098
C -2.35 -0.21 -0.21  -0.389
C -1.00 -0.09 0.76  -0.728
S -1.26 -0.98 2.17  0.637
C 2.52 -0.73 0.78  -0.629
N 2.72 0.33 0.02  -0.025
O 3.27 -1.68 1.05  -0.146
H -2.25 -0.58 -2.09  0.056
H -3.04 0.49 0.26  0.117
H -2.77 -1.22 -0.14  0.093
H -0.79 0.96 0.96  0.071
H -0.17 -0.48 0.17  0.032
H 1.48 -0.69 1.19  0.044
H 3.59 0.19 -0.49  0.010
H -0.04 1.29 -1.24  -0.047
H 1.42 1.33 -0.68  -0.033
O 0.69 1.90 -1.08  -0.162

Values from the calculation:
- net charge = -1
- E_LUMO (hartree) = -0.004

---

Entry b
Density functional theory data (the ωB97M-V functional and the def2-TZVPD basis) for a 2-piece molecular cluster, C3H9N2O2S overall.

Each line ends with the Löwdin charge.
CARTESIAN COORDINATES (ANGSTROEM)
C 1.30 -0.36 0.59  -0.329
C 0.19 -0.72 1.55  -0.732
S -0.45 0.74 2.49  0.109
N 1.28 -1.06 -0.70  0.047
C 0.70 -0.57 -1.84  -0.647
N 0.52 0.79 -1.89  0.153
O 0.42 -1.28 -2.79  0.007
H 1.46 0.71 0.48  0.067
H 2.28 -0.56 1.04  0.101
H -0.72 -1.06 1.07  0.021
H 0.52 -1.50 2.24  0.032
H 1.01 -2.03 -0.62  0.135
H 0.80 1.42 -1.15  0.082
H -0.18 1.15 -2.52  0.102
H -2.68 1.15 0.49  -0.003
H -1.53 0.82 -0.40  -0.028
O -2.40 1.23 -0.43  -0.117

Values from the calculation:
- net charge = -1
- E_LUMO (hartree) = 0.137

---

Result of the stability comparison: entry a is the least stable of them.

---

Entry a
Density functional theory data (the ωB97M-V functional and the def2-TZVPD basis) for a 2-piece molecular cluster, C2H10N4 overall.

Each line ends with the Löwdin charge.
CARTESIAN COORDINATES (ANGSTROEM)
C 0.47 -0.30 0.05  -0.600
C -1.90 -0.43 0.58  -0.120
N -0.81 -0.51 -0.38  -0.077
N 0.76 0.00 1.35  0.147
N 1.41 -1.13 -0.54  0.102
N 0.57 1.33 -1.14  -0.088
H -0.88 0.27 -1.11  0.100
H 0.05 0.48 1.89  0.092
H 1.74 0.04 1.58  0.106
H 1.07 -1.45 -1.44  0.093
H 2.30 -0.67 -0.66  0.088
H 1.21 1.37 -1.94  -0.038
H 0.60 2.24 -0.68  -0.036
H -2.82 -0.69 0.06  0.078
H -2.03 0.58 0.98  0.075
H -1.75 -1.13 1.40  0.080

Values from the calculation:
- E_LUMO (hartree) = 0.035

---

Entry b
Density functional theory data (the ωB97M-V functional and the def2-TZVPD basis) for a 4-piece molecular cluster, C2H10N4 overall.

Each line ends with the Löwdin charge.
CARTESIAN COORDINATES (ANGSTROEM)
C -0.81 -0.30 0.02  -0.528
C -2.13 0.36 -0.23  -0.029
N -0.26 -1.10 -0.91  0.132
N -0.42 -0.51 1.30  0.155
H 0.53 1.34 -0.33  0.019
H -0.50 -0.88 -1.87  0.112
H 0.53 -0.85 1.42  0.086
H -0.74 0.14 1.99  0.117
H 0.78 -1.29 -0.76  0.080
H -2.19 0.72 -1.25  0.084
H -2.26 1.21 0.44  0.084
H -2.94 -0.35 -0.05  0.098
N 2.23 -0.34 0.02  -0.260
N 3.40 -0.02 0.15  -0.136
H 3.50 1.04 0.22  0.002
H 1.26 0.83 -0.17  -0.016

Values from the calculation:
- E_LUMO (alpha / beta) (hartree) = 0.020 / 0.020

---

Entry c
Density functional theory data (the ωB97M-V functional and the def2-TZVPD basis) for a 2-piece molecular cluster, C2H10N4 overall.

Each line ends with the Löwdin charge.
CARTESIAN COORDINATES (ANGSTROEM)
N -0.68 2.27 1.74  -0.007
C 0.37 1.52 1.06  -0.378
N 0.56 0.06 1.49  -0.051
H -0.34 3.14 2.12  0.053
H -0.97 1.78 2.58  0.063
H 1.48 1.99 1.01  0.128
H 0.20 1.38 -0.03  0.067
H 1.07 0.14 2.38  0.055
H 1.15 -0.51 0.84  0.059
N -0.96 -1.06 -0.81  0.044
C -0.07 -1.10 -1.85  -0.381
N 0.72 -2.13 -2.08  0.051
H -1.92 -0.64 -1.02  0.133
H -0.98 -1.74 -0.08  0.067
H -0.20 -0.27 -2.53  0.102
H 1.24 -1.76 -2.84  -0.005

Values from the calculation:
- E_LUMO (hartree) = 0.035
- SMILES = [H]/N=C/N.NCN

---

Result of the stability comparison: entry b is the least stable of them.